Formula: C23H32BN4NbO4P
Source: OMol25
Level of theory: ωB97M-V with the def2-TZVPD basis set

Kohn-Sham gap = 6.4 eV
E_HOMO = -4.3 eV
Maximum force = 2.2 eV/A
Calculated total energy = -50034.1311 eV

Structure (ORCA input):
```
! wB97M-V def2-TZVPD RIJCOSX def2/J DEFGRID3
* xyz -1 1
N 3.04406 2.52678 -1.21166
P 1.76273 1.61376 -1.41891
O 1.91830 0.71634 -2.81500
O 0.39982 2.55156 -1.55388
Nb 1.49095 0.07587 0.69694
C -0.74946 -0.06035 0.40863
B -1.59325 -0.77994 1.53866
O -2.92257 -1.17046 1.22321
O -1.18061 -1.07250 2.81689
C 1.90033 -1.75288 -0.64036
C 1.69758 -2.93943 0.25308
C 2.63733 -3.20397 1.22962
C 2.44647 -4.26340 2.07411
C 1.33034 -5.03836 1.92608
C 0.40006 -4.79433 0.96878
C 0.58244 -3.73041 0.11208
H 2.77275 3.51056 -1.19811
H 1.34774 1.10983 -3.49197
H 0.70171 3.45288 -1.73636
H 3.31176 0.10444 0.99346
H 1.37424 1.64752 1.64168
H 1.38644 -0.91084 2.21558
H -0.95902 -0.61231 -0.51868
H -1.19041 0.94014 0.28185
H -3.00316 -2.13060 1.25506
H -0.80013 -0.31333 3.27011
H 1.23879 -1.77013 -1.50897
H 2.93229 -1.74339 -0.99698
H 3.49203 -2.54578 1.29909
H 3.18409 -4.44001 2.84655
H 1.16046 -5.86820 2.60659
H -0.49731 -5.39226 0.86618
H -0.12189 -3.45849 -0.66447
N 1.82095 4.22557 -5.41192
C 1.78108 3.92530 -6.71019
C 2.68390 3.07824 -7.33259
C 3.69016 2.51159 -6.56397
C 3.75079 2.81206 -5.21468
C 2.79593 3.66995 -4.68996
H 0.97911 4.39236 -7.27301
H 2.60059 2.86780 -8.39070
H 4.41578 1.84398 -7.01217
H 4.51592 2.39258 -4.57660
H 2.80482 3.92472 -3.63693
N -3.77154 1.15807 -1.98597
C -4.55391 1.48848 -3.01181
C -5.67207 0.76338 -3.39545
C -5.99430 -0.37393 -2.67230
C -5.19218 -0.73537 -1.60300
C -4.09442 0.05982 -1.29676
H -4.26191 2.38432 -3.55102
H -6.27256 1.08174 -4.23759
H -6.85934 -0.96963 -2.93954
H -5.40922 -1.61622 -1.01343
H -3.44405 -0.19437 -0.46022
N 0.39549 0.91482 6.27582
C -0.21306 1.51321 7.29820
C -1.02194 0.85077 8.20882
C -1.21279 -0.51208 8.04580
C -0.59004 -1.15194 6.98804
C 0.20255 -0.39600 6.13552
H -0.03817 2.58063 7.38455
H -1.48969 1.38914 9.02239
H -1.83874 -1.06698 8.73400
H -0.71330 -2.21348 6.82344
H 0.71127 -0.85687 5.29434
*
```

Atomic partial charges in e from the Mulliken method, atoms 1 to 6: -0.7258, 1.0701, -0.4947, -0.5589, -1.5027, -0.7697

Formula: C47H53BrN5O5PPbS2
Source: OMol25
Level of theory: ωB97M-V with the def2-TZVPD basis set

Kohn-Sham gap = 6.3 eV
E_HOMO = -6.7 eV
Maximum force = 2.9 eV/A
Calculated total energy = -173536.8600 eV

Structure (ORCA input):
```
! wB97M-V def2-TZVPD RIJCOSX def2/J DEFGRID3
* xyz 0 1
Pb 0.02781 -1.55911 0.67107
C 0.62451 -3.28413 5.45409
C 2.00893 -3.45693 5.36133
C 2.62902 -3.60289 4.15037
C 1.80210 -3.55035 2.97703
N 0.48143 -3.26969 3.04385
C -0.09538 -3.20147 4.25514
C 2.35912 -3.92322 1.67545
C 3.55729 -4.68538 1.59766
C 4.01792 -5.18216 0.37941
C 3.22622 -4.92701 -0.72972
C 2.09463 -4.09718 -0.65696
N 1.68939 -3.62323 0.53848
C 1.27460 -3.87196 -1.89881
C 1.68603 -4.42715 -3.16022
C 0.88941 -4.20386 -4.26491
C -0.31969 -3.57129 -4.12735
C -0.68623 -3.15261 -2.84445
N 0.08698 -3.30817 -1.76153
H 0.11429 -3.22019 6.40002
H 2.55940 -3.47370 6.29289
H 3.68922 -3.89296 4.05449
H -1.16060 -3.05335 4.25546
H 4.04898 -5.01826 2.49117
H 4.94515 -5.75629 0.34305
H 3.51798 -5.32141 -1.70801
H 2.58461 -5.02234 -3.29358
H 1.30044 -4.51464 -5.21318
H -0.97790 -3.38827 -4.96634
H -1.58069 -2.54081 -2.74498
O 2.08197 -0.32089 3.84937
C 1.18539 0.32255 3.29508
O 0.87132 0.25726 1.99422
C 0.26906 1.34451 4.00259
P -1.21933 1.55516 2.97816
C -1.01720 3.27369 2.43894
C 0.25737 3.76903 1.98304
C 0.39798 5.04631 1.48690
C -0.68763 5.91949 1.42780
C -1.93779 5.51298 1.92018
C -2.07554 4.17130 2.37483
C -2.51160 1.43701 4.22752
C -3.18038 0.21841 4.42309
C -4.12312 0.07867 5.41004
C -4.41948 1.15163 6.22070
C -3.77358 2.39830 6.01928
C -2.79497 2.51655 5.02916
H 0.80858 2.29167 4.13541
H 0.03657 0.98090 5.02153
H 1.05718 3.05884 1.99067
H 1.35940 5.38013 1.10811
H -0.56884 6.94348 1.06376
H -2.79738 6.16055 1.96917
H -3.10264 3.77959 2.58599
H -2.89185 -0.58863 3.76673
H -4.57046 -0.87592 5.53516
H -5.21362 1.07638 6.98188
H -4.01947 3.30731 6.60960
H -2.29609 3.49040 4.95066
C 7.30817 -1.09606 -1.87700
C 6.41157 -2.34400 -1.89591
N 5.01018 -2.14327 -1.62959
C 4.20309 -1.26723 -2.38935
S 2.81490 -0.55378 -1.66921
N 4.43515 -1.13036 -3.70738
C 3.70891 -0.20329 -4.51323
C 4.25443 1.19589 -4.26675
H 8.38557 -1.42132 -1.98857
H 7.20854 -0.49733 -0.94564
H 7.04443 -0.48877 -2.79723
H 6.76369 -3.01412 -1.12844
H 6.49534 -2.85454 -2.86035
H 4.62718 -2.21796 -0.70737
H 5.13899 -1.70258 -4.17219
H 2.62839 -0.22342 -4.18739
H 3.79448 -0.55993 -5.54231
H 3.95270 1.56229 -3.25016
H 3.85033 1.92398 -4.98850
H 5.36157 1.17272 -4.28170
Br -6.84820 1.84812 0.45843
C -6.06738 0.17599 0.67268
C -6.88498 -0.90712 1.04838
C -6.31305 -2.16625 1.25317
C -4.91835 -2.25279 1.19592
C -4.14580 -1.16800 0.76864
C -4.72678 0.04889 0.42483
C -2.64954 -1.24375 0.69215
O -2.04510 -1.96536 1.62234
O -2.04853 -0.58535 -0.21296
H -7.96481 -0.78300 1.14052
H -6.96373 -3.02123 1.49246
H -4.38728 -3.16811 1.50518
H -4.14282 0.85750 -0.00330
C -4.20727 3.10889 -2.20314
C -3.77975 3.23922 -3.68045
C -2.94638 2.04346 -4.25235
S -1.11991 1.86532 -3.68805
O -1.15003 2.12972 -2.21210
C -0.21961 3.26103 -4.53525
C 0.11507 4.38058 -3.58434
C 1.36497 4.11715 -2.70977
H -4.82690 3.98453 -2.01332
H -3.31024 3.16724 -1.54326
H -4.81658 2.20479 -2.01008
H -3.24683 4.19044 -3.88253
H -4.69379 3.24672 -4.27490
H -3.00438 1.99588 -5.32742
H -3.34501 1.10721 -3.88307
H -0.91730 3.61340 -5.35154
H 0.70071 2.83541 -4.98202
H -0.75860 4.62202 -2.93477
H 0.31975 5.31320 -4.12163
H 1.25352 3.20368 -2.09346
H 1.48841 4.96365 -2.03390
H 2.29015 4.04339 -3.31332
*
```

Atomic partial charges in e from the Mulliken method, atoms 1 to 6: 1.3863, -0.7001, -0.4383, -0.8906, 0.6907, -0.1996

Formula: C36H55B2ClN3O23PS4
Source: OMol25
Level of theory: ωB97M-V with the def2-TZVPD basis set

Kohn-Sham gap = 6.6 eV
E_HOMO = -7.4 eV
Maximum force = 12.0 eV/A
Calculated total energy = -156267.9623 eV

Structure (ORCA input):
```
! wB97M-V def2-TZVPD RIJCOSX def2/J DEFGRID3
* xyz 0 1
C 0.98965 -5.51695 -1.68404
C 0.05470 -5.40954 -0.32573
C -1.37242 -6.15507 -0.52971
O -2.51016 -5.52437 0.14478
C -2.76352 -4.18339 -0.33476
C -2.32284 -2.97971 0.66860
Cl -1.52795 -3.42107 2.29531
C -2.55203 -1.44353 0.31374
C -3.28988 -1.11610 -1.09192
C -3.74413 -2.27136 -2.13791
P -4.60025 -1.67093 -3.72033
C -4.05451 -2.61950 -5.27299
C -6.48939 -1.55951 -3.54389
C -3.47468 -3.83231 -1.75416
C -3.91797 -5.03940 -2.78250
C -2.73251 -5.36826 -3.88361
N -1.75376 -4.42333 -3.94566
C -3.54276 0.48397 -1.37174
O -4.66052 0.96394 -1.82987
C -2.26821 1.44270 -0.96870
C -1.75711 2.66385 -1.89167
B -2.46818 3.00737 -3.34978
N -2.00663 2.13418 -4.51047
O -3.49698 4.03301 -3.53734
C -0.51487 3.56716 -1.36620
B -0.09780 4.82709 -2.36193
C 1.09372 4.58116 -3.45403
O -0.86994 6.05797 -2.20015
C 0.25292 3.25955 0.02549
C 1.51728 4.12436 0.54396
C 1.23941 4.87421 1.98202
O 0.34844 6.02123 1.72383
C 2.69611 5.52178 2.40872
N 3.42136 4.63961 3.38965
C -0.28896 2.01295 0.92039
O 0.30738 1.65458 2.21361
C 1.60430 0.99899 2.03082
C 1.85292 0.00183 3.31877
C 3.19080 0.55857 4.11447
C -1.51812 1.10958 0.43751
C -2.09272 -0.18666 1.27251
O -2.16486 -0.20075 2.56019
H 1.96277 -4.88916 -1.60636
H 0.40582 -5.10386 -2.61453
H 1.22894 -6.63345 -1.94270
H 0.64315 -5.97987 0.49529
H -0.00795 -4.28936 -0.05120
H -1.25751 -7.22004 -0.04210
H -1.51294 -6.34288 -1.66245
H -2.89719 -2.52242 -5.34048
H -4.43998 -3.70917 -5.29394
H -4.48006 -2.02373 -6.19371
H -6.72928 -0.43792 -3.28562
H -6.96120 -2.28740 -2.78017
H -6.93006 -1.71078 -4.62470
H -4.07326 -6.05441 -2.20938
H -4.89369 -4.71676 -3.32325
H -2.73256 -6.29751 -4.57089
H -1.05155 -4.68452 -4.66972
H -1.39191 1.36703 -4.18191
H -1.50967 2.72024 -5.20602
H -4.21127 3.55230 -4.06037
H 1.35137 3.44274 -3.59730
H 2.04583 5.12845 -3.09116
H 0.69761 4.98068 -4.47864
H -1.82136 5.74973 -2.09070
H 2.41820 3.37318 0.63440
H 1.87373 4.95374 -0.18215
H 0.82044 4.14040 2.77184
H 0.63029 6.46059 0.88098
H 2.57355 6.62609 2.78944
H 3.38794 5.61053 1.46220
H 3.39619 5.01282 4.35708
H 4.39248 4.55161 3.04058
H 2.42029 1.84141 2.12285
H 1.69500 0.41818 1.02618
H 0.98268 0.08059 4.10169
H 2.08732 -1.09002 3.00799
H 3.44469 -0.06988 5.05556
H 2.93296 1.67613 4.37593
H 4.09118 0.62648 3.36140
C -4.80191 -8.01578 3.77681
C -5.97072 -8.12139 2.80390
O -5.60756 -7.30114 1.69471
S -3.98962 -7.34224 1.51269
O -3.67619 -8.31256 0.49747
O -3.49964 -5.99254 1.47921
O -3.63025 -7.99118 2.96165
H -4.84281 -7.08021 4.34273
H -4.76564 -8.85807 4.47087
H -6.91002 -7.78121 3.24310
H -6.08963 -9.14720 2.44077
C 5.56546 10.35024 3.10599
C 4.79427 9.72823 4.26323
O 4.31801 8.47946 3.76384
S 5.39078 7.89477 2.69016
O 6.23276 6.94694 3.36725
O 4.69423 7.59093 1.47124
O 6.24093 9.26380 2.47274
H 4.88610 10.80084 2.37613
H 6.28330 11.10018 3.44431
H 3.96311 10.35352 4.59337
H 5.45419 9.52302 5.11198
C 4.87442 8.02288 -3.19533
C 5.73493 6.93848 -2.55933
O 5.40952 5.74315 -3.26712
S 5.04120 6.12228 -4.80605
O 6.21099 5.91013 -5.61389
O 3.76117 5.55183 -5.11967
O 4.85678 7.72379 -4.59091
H 3.84587 7.97841 -2.82445
H 5.27832 9.02290 -3.02495
H 5.53578 6.82126 -1.49262
H 6.79997 7.14102 -2.71013
C -0.03929 -9.29767 2.80009
C -0.41695 -8.46018 4.01524
O 0.80609 -8.25451 4.72029
S 2.02917 -8.18686 3.64935
O 2.31514 -6.80420 3.38011
O 3.03609 -9.12903 4.05010
O 1.22678 -8.79655 2.37257
H 0.08472 -10.35087 3.06991
H -0.77395 -9.21337 1.99645
H -1.14972 -8.95815 4.65234
H -0.80249 -7.48081 3.71462
*
```

Atomic partial charges in e from the Mulliken method, atoms 1 to 6: -0.8995, 0.0473, -0.1242, 0.4228, -0.4866, 0.1626

> Which of these has the lowest calculated total energy?

C47H53BrN5O5PPbS2

> E_HOMO of number 1 (C23H32BN4NbO4P)?

-4.3 eV

> What is the Kohn-Sham gap in the first record?

6.4 eV

> The lowest E_HOMO belongs to which entry?

C36H55B2ClN3O23PS4